A structure of composition C3H9INO. Source: OMol25; level of theory: wB97M-V/def2-TZVPD.

Kohn-Sham gap (alpha / beta) = 0.27355 / 0.27348 hartree
LUMO level (alpha / beta) = -6.003 / -6.005 eV
charge = +1

```
15
Properties=species:S:1:pos:R:3:nbo_charge:R:1
C 1.165 0.892 0.661 -0.614
C -0.328 0.805 0.058 0.026
C -1.049 -0.498 0.366 0.030
N -0.750 -1.574 -0.564 -0.756
O -0.333 0.785 -1.385 -0.767
I -3.736 0.017 0.055 0.004
H 1.754 0.158 0.284 0.206
H 1.531 1.822 0.179 0.243
H 1.080 0.817 1.770 0.240
H -0.768 1.654 0.369 0.221
H -1.209 -0.693 1.365 0.229
H -0.397 -0.836 -1.214 0.483
H -1.531 -2.088 -0.972 0.471
H -0.023 -2.230 -0.356 0.445
H -0.225 1.713 -1.771 0.537
```

---

A cluster of 3 separate species, C3H9INO2 in total. Source: OMol25; level of theory: wB97M-V/def2-TZVPD.

Kohn-Sham gap = 0.34031 hartree
LUMO level = -3.847 eV
charge = +1

```
16
Properties=species:S:1:pos:R:3:nbo_charge:R:1
C -1.540 -0.151 -1.194 -0.702
C -0.662 0.801 -0.529 0.209
C 0.286 -0.805 0.516 0.648
N -1.035 1.596 0.495 -0.738
O -0.203 -1.192 1.608 -0.626
O 1.134 -1.562 -0.020 -0.611
I 3.482 0.666 -0.136 -0.131
H -1.191 -0.980 -1.795 0.273
H -2.372 -0.520 -0.467 0.231
H -2.111 0.484 -1.804 0.261
H 0.144 1.151 -1.212 0.245
H -0.404 2.259 0.901 0.427
H 4.926 1.265 0.163 0.133
H -1.916 1.408 0.973 0.415
H 0.177 -2.034 2.013 0.489
H 1.283 -2.387 0.487 0.477
```

---

A cluster of 2 separate species, C3H9ISi in total. Source: OMol25; level of theory: wB97M-V/def2-TZVPD.

Kohn-Sham gap (alpha / beta) = 0.31917 / 0.28304 hartree
LUMO level (alpha / beta) = -0.192 / -0.454 eV
charge = 0

```
14
Properties=species:S:1:pos:R:3:nbo_charge:R:1
C 1.237 1.677 0.323 -1.048
C -1.337 0.149 1.082 -0.771
C -0.111 -2.614 -0.789 -0.581
Si -0.564 1.275 -0.129 1.067
I 1.910 -2.469 -1.003 0.178
H 1.468 2.210 1.149 0.221
H 1.743 0.787 0.505 0.241
H 1.730 2.203 -0.508 0.237
H -1.133 0.016 2.218 0.211
H -2.072 -0.596 0.661 0.196
H -0.401 -3.131 0.107 0.192
H -0.780 -2.142 -1.570 0.216
H -0.053 0.517 -1.448 -0.194
H -1.637 2.119 -0.599 -0.165
```

---

A cluster of 2 separate species, C3H9N in total. Source: OMol25; level of theory: wB97M-V/def2-TZVPD.

SMILES string = C=N.CC
Kohn-Sham gap = 0.41714 hartree
LUMO level = 1.045 eV
charge = 0

```
13
Properties=species:S:1:pos:R:3:nbo_charge:R:1
C 0.270 -1.298 2.114 -0.605
C -0.586 -2.524 1.706 -0.605
H -0.376 -0.433 2.291 0.198
H 0.895 -1.058 1.251 0.201
H 0.874 -1.348 3.019 0.203
H -1.086 -2.225 0.792 0.202
H -0.034 -3.443 1.547 0.207
H -1.382 -2.595 2.451 0.200
C 0.018 3.049 -2.764 -0.051
N 1.068 2.471 -3.192 -0.578
H -0.239 2.945 -1.714 0.156
H -0.487 3.855 -3.297 0.147
H 1.065 2.603 -4.204 0.325
```

---

A cluster of 2 separate species, C3H9N in total. Source: OMol25; level of theory: wB97M-V/def2-TZVPD.

SMILES string = C=CN.C
Kohn-Sham gap = 0.31985 hartree
LUMO level = 1.031 eV
charge = 0

```
13
Properties=species:S:1:pos:R:3:nbo_charge:R:1
C 2.450 0.423 0.450 -0.888
H 2.137 0.999 -0.435 0.228
H 3.377 0.839 0.789 0.218
H 2.515 -0.693 0.543 0.222
H 1.812 0.770 1.319 0.219
C -1.454 0.869 -0.163 -0.539
C -0.993 -0.404 -0.060 0.016
N -2.006 -1.457 -0.363 -0.865
H -2.497 1.219 0.149 0.203
H -0.867 1.580 -0.862 0.216
H 0.048 -0.687 0.176 0.218
H -2.933 -1.293 -0.574 0.378
H -1.589 -2.164 -0.970 0.375
```

---

A cluster of 2 separate species, C3H9N in total. Source: OMol25; level of theory: wB97M-V/def2-TZVPD.

SMILES string = C=CN.C
Kohn-Sham gap = 0.35931 hartree
LUMO level = 1.150 eV
charge = 0

```
13
Properties=species:S:1:pos:R:3:nbo_charge:R:1
C -5.902 -1.207 0.668 -0.868
H -5.527 -0.194 0.545 0.219
H -6.925 -1.408 1.068 0.222
H -5.639 -1.717 -0.315 0.214
H -5.403 -1.743 1.452 0.213
C 2.939 1.189 -1.383 -0.510
C 3.482 0.352 -0.368 -0.012
N 4.772 0.671 0.348 -0.818
H 3.034 2.302 -1.210 0.208
H 2.282 0.615 -2.048 0.218
H 3.365 -0.757 -0.450 0.184
H 4.889 1.670 0.359 0.364
H 4.634 0.227 1.335 0.367
```

---

Molecular weight? In order: 202.015, 218.014, 200.095, 59.112, 59.112, 59.112 u.
Energy relative to the best compared isomer or geometry (same formula, charge and spin)? In order: 46.63, 36.85, 138.55, 30.97, 67.28, 49.26 kcal/mol.